{
  "formula": "C28H76N2O10",
  "method": "ωB97M-V/def2-TZVPD",
  "symbols": ["C", "C", "C", "O", "C", "N", "H", "H", "H", "H", "H", "H", "H", "H", "H", "H", "H", "C", "C", "C", "O", "C", "N", "H", "H", "H", "H", "H", "H", "H", "H", "H", "H", "H", "C", "C", "C", "O", "H", "H", "H", "H", "H", "H", "H", "H", "C", "C", "C", "O", "H", "H", "H", "H", "H", "H", "H", "H", "C", "C", "C", "O", "H", "H", "H", "H", "H", "H", "H", "H", "C", "C", "C", "O", "H", "H", "H", "H", "H", "H", "H", "H", "C", "C", "C", "O", "H", "H", "H", "H", "H", "H", "H", "H", "C", "C", "C", "O", "H", "H", "H", "H", "H", "H", "H", "H", "C", "C", "O", "O", "H", "H", "H", "H", "H", "H"],
  "xyz": [[3.77430, 17.50982, -22.02693], [2.35561, 17.08062, -21.50538], [1.25814, 18.15472, -21.66305], [1.58190, 19.44377, -21.12164], [0.52346, 20.40445, -21.19649], [2.11730, 15.82174, -22.08288], [4.56372, 16.75853, -22.04881], [4.17081, 18.31955, -21.41437], [3.73564, 17.90624, -23.04155], [2.41635, 16.89178, -20.43358], [0.28387, 17.82999, -21.29774], [1.15964, 18.36465, -22.72810], [-0.28276, 20.11627, -20.52192], [0.13413, 20.48099, -22.21171], [0.86142, 21.41468, -20.96557], [1.86760, 16.14988, -23.00488], [2.99953, 15.38756, -22.31368], [-8.48311, 16.68906, -19.51257], [-8.08285, 15.74266, -20.68061], [-9.23853, 14.75486, -21.11507], [-8.70861, 13.96401, -22.19641], [-9.51088, 12.89779, -22.53383], [-7.74137, 16.51468, -21.81210], [-8.59183, 16.14487, -18.57442], [-9.42078, 17.17567, -19.78106], [-7.78597, 17.48543, -19.25200], [-7.18575, 15.16631, -20.45447], [-10.18070, 15.22928, -21.38959], [-9.48104, 14.10166, -20.27685], [-8.91558, 12.34766, -23.26257], [-10.39588, 13.23262, -23.07490], [-9.77543, 12.33154, -21.64081], [-6.92943, 17.07779, -21.60290], [-7.36605, 15.87605, -22.49868], [-3.17224, 19.04337, -20.26215], [-4.01222, 17.87288, -20.70092], [-4.71272, 17.19569, -19.51814], [-4.89893, 18.22333, -21.70695], [-3.63457, 19.91022, -19.78999], [-2.57896, 19.32749, -21.13128], [-2.59167, 18.62390, -19.44051], [-3.33742, 17.16414, -21.18094], [-5.19738, 17.84428, -18.78838], [-4.12111, 16.48776, -18.93767], [-5.58542, 16.64757, -19.87319], [-5.56558, 18.83698, -21.38976], [-5.52741, 15.00159, -14.58931], [-4.96605, 13.76583, -15.31077], [-3.53689, 13.98515, -15.91085], [-4.95133, 12.71150, -14.43842], [-4.80172, 15.61491, -14.05516], [-6.26511, 14.72857, -13.83475], [-6.00349, 15.68663, -15.29085], [-5.60095, 13.52540, -16.16353], [-3.07872, 12.99795, -15.85066], [-2.91641, 14.70003, -15.37044], [-3.57524, 14.34842, -16.93782], [-4.45286, 13.04205, -13.68751], [-7.36862, 19.08643, -14.40343], [-5.86675, 19.14720, -14.79094], [-5.63221, 18.96430, -16.36265], [-5.36188, 20.45464, -14.34052], [-8.03156, 19.53761, -15.14171], [-7.74033, 19.51770, -13.47395], [-7.79639, 18.08413, -14.38056], [-5.33515, 18.36851, -14.24400], [-6.17026, 18.08804, -16.72430], [-4.55767, 18.85374, -16.50841], [-5.96911, 19.78711, -16.99320], [-4.40898, 20.40138, -14.23688], [-7.49301, 19.04506, -26.33104], [-5.95071, 18.97944, -26.67785], [-5.19872, 18.07414, -25.69137], [-5.99645, 18.35329, -27.90731], [-7.97720, 19.24602, -27.28669], [-7.71531, 19.93896, -25.74826], [-7.97975, 18.18755, -25.86643], [-5.66328, 20.03037, -26.64583], [-5.19078, 18.42090, -24.65803], [-4.17278, 17.92672, -26.02875], [-5.73793, 17.12694, -25.67832], [-6.52761, 17.55970, -27.80891], [-2.91790, 23.58960, -21.87471], [-2.05294, 23.02266, -22.94985], [-2.59558, 21.73447, -23.62709], [-2.07670, 24.01291, -24.01753], [-2.43282, 24.24023, -21.14707], [-3.25849, 22.77200, -21.23939], [-3.88588, 23.97409, -22.19608], [-1.02081, 22.88472, -22.62772], [-2.40068, 20.89725, -22.95687], [-2.16504, 21.44438, -24.58551], [-3.67619, 21.83262, -23.73072], [-3.01621, 24.04870, -24.21155], [-6.39904, 21.92152, -21.61207], [-6.40012, 21.31115, -20.22237], [-7.42144, 22.03033, -19.26362], [-6.61807, 19.95763, -20.56778], [-5.78789, 21.47976, -22.39911], [-6.03414, 22.94852, -21.62695], [-7.36560, 22.06217, -22.09590], [-5.42994, 21.43032, -19.74002], [-7.44590, 23.10022, -19.47059], [-7.16802, 21.76985, -18.23598], [-8.40746, 21.78736, -19.65963], [-7.55715, 19.79559, -20.68386], [0.73491, 17.21975, -17.54976], [-0.27022, 16.65144, -18.49176], [-1.42605, 16.37285, -17.77751], [1.35669, 16.15118, -16.83628], [0.31632, 17.97795, -16.88793], [1.55404, 17.63430, -18.13736], [0.05671, 15.69293, -18.89484], [-0.58452, 17.20594, -19.37598], [-1.38531, 15.54927, -17.28594], [1.79790, 16.64954, -16.14448]],
  "lowdin_spin": [0.004, 0.003, 0.004, 0.008, 0.022, 0.001, 0.001, 0.001, 0.001, 0.001, 0.001, 0.002, 0.007, 0.001, 0.005, 0.001, 0.000, 0.016, 0.004, 0.007, 0.001, 0.003, 0.002, 0.008, 0.005, 0.003, 0.002, 0.001, 0.002, 0.000, 0.000, 0.000, 0.000, 0.001, 0.023, 0.005, 0.007, 0.002, 0.013, 0.002, 0.007, 0.002, 0.001, 0.003, 0.001, 0.001, 0.028, 0.013, 0.027, 0.005, 0.011, 0.005, 0.004, 0.004, 0.004, 0.010, 0.003, 0.004, 0.040, 0.044, 0.039, 0.085, 0.006, 0.005, 0.006, 0.014, 0.004, 0.024, 0.006, 0.035, 0.006, 0.003, 0.005, 0.001, 0.000, 0.003, 0.001, 0.002, 0.001, 0.002, 0.001, 0.000, 0.031, 0.006, 0.008, 0.003, 0.010, 0.007, 0.004, 0.002, 0.001, 0.003, 0.002, 0.002, 0.016, 0.014, 0.049, 0.006, 0.002, 0.004, 0.004, 0.011, 0.009, 0.009, 0.006, 0.003, 0.047, 0.015, 0.019, 0.023, 0.029, 0.004, 0.004, 0.001, 0.003, 0.009],
  "gap_ev": [1.6, 9.4],
  "spin_multiplicity": 2,
  "energy_ha": -1974.08268,
  "s_squared": 0.7505,
  "total_charge": -1
}

{
  "formula": "C28H76N4O12",
  "method": "ωB97M-V/def2-TZVPD",
  "symbols": ["C", "O", "C", "C", "N", "C", "C", "O", "C", "H", "H", "H", "H", "H", "H", "H", "H", "H", "H", "H", "H", "H", "H", "H", "C", "O", "C", "C", "N", "C", "C", "O", "C", "H", "H", "H", "H", "H", "H", "H", "H", "H", "H", "H", "H", "H", "H", "H", "C", "O", "C", "C", "N", "C", "C", "O", "C", "H", "H", "H", "H", "H", "H", "H", "H", "H", "H", "H", "H", "H", "H", "H", "C", "O", "C", "C", "N", "C", "C", "O", "C", "H", "H", "H", "H", "H", "H", "H", "H", "H", "H", "H", "H", "H", "H", "H", "C", "O", "H", "H", "H", "H", "C", "O", "H", "H", "H", "H", "C", "O", "H", "H", "H", "H", "C", "O", "H", "H", "H", "H"],
  "xyz": [[5.28514, 4.54422, 5.36329], [3.81580, 4.53564, 5.21914], [3.27262, 3.21771, 4.99771], [1.95039, 3.30122, 4.24953], [2.29428, 3.59991, 2.79384], [1.15886, 3.57682, 1.92093], [0.23762, 4.77568, 2.30944], [-0.59172, 4.67053, 3.52530], [-1.68831, 5.56895, 3.63620], [5.86989, 4.28895, 4.47955], [5.37517, 3.78221, 6.13746], [5.45892, 5.50307, 5.85168], [3.11589, 2.73825, 5.96396], [4.00932, 2.65427, 4.42507], [1.37800, 4.16346, 4.59161], [1.44884, 2.33377, 4.27407], [2.83787, 4.45115, 2.79272], [0.53243, 2.69039, 2.02047], [1.41800, 3.77862, 0.88159], [-0.41513, 4.89550, 1.44477], [0.86864, 5.66357, 2.34890], [-2.27170, 5.18873, 4.47476], [-2.37790, 5.37126, 2.81555], [-1.36517, 6.60927, 3.67402], [-0.93663, -3.11678, -3.14216], [0.24130, -3.86399, -2.90430], [0.20317, -4.88643, -2.00388], [-0.28098, -6.15950, -2.69869], [-0.46906, -7.35174, -1.79976], [-0.46503, -8.51344, -2.64558], [-0.40055, -9.77122, -1.72054], [-1.68889, -10.22459, -1.36838], [-2.14399, -9.71923, -0.13877], [-0.70004, -2.05653, -3.05280], [-1.78100, -3.42144, -2.52383], [-1.11548, -3.28670, -4.20388], [-0.56780, -4.70035, -1.25616], [1.23590, -5.01313, -1.67905], [0.37431, -6.43043, -3.52651], [-1.16071, -5.83458, -3.25422], [-1.43745, -7.31928, -1.51470], [0.30872, -8.45977, -3.41143], [-1.38207, -8.46441, -3.23270], [0.27279, -9.59587, -0.88151], [0.01196, -10.57925, -2.32471], [-1.79062, -10.28071, 0.72608], [-3.23363, -9.69369, -0.12660], [-1.91453, -8.65815, -0.04115], [5.24468, -0.26777, 3.58563], [3.93312, -0.90865, 3.18531], [2.88167, -0.02427, 2.84376], [1.44581, -0.61933, 2.71607], [0.95841, -1.20756, 3.93201], [-0.41445, -1.57783, 4.08240], [-0.95697, -2.67300, 3.11231], [-1.05290, -2.21285, 1.74767], [-1.55023, -3.27126, 0.80757], [5.04660, 0.41280, 4.41370], [5.58633, 0.23195, 2.67919], [5.98964, -1.03919, 3.78067], [3.12841, 0.46165, 1.89977], [2.94667, 0.80128, 3.55253], [1.40258, -1.30093, 1.86656], [0.79076, 0.22539, 2.50284], [1.64096, -1.91742, 4.15633], [-0.94816, -0.63005, 4.15292], [-0.42828, -1.97946, 5.09562], [-1.91573, -3.08759, 3.42376], [-0.22187, -3.44504, 3.33961], [-2.63410, -3.21532, 0.70654], [-1.24569, -4.27662, 1.09842], [-1.28313, -3.02319, -0.21967], [-3.12734, 3.46396, -0.36858], [-2.13198, 3.60420, -1.35673], [-2.77808, 3.54506, -2.70302], [-1.74064, 3.07403, -3.75637], [-0.87479, 4.26576, -3.83171], [0.33696, 3.95000, -4.50140], [1.22110, 5.17729, -4.73490], [1.68031, 5.90696, -3.57341], [2.52737, 6.92520, -3.83998], [-4.00293, 4.02874, -0.68866], [-2.72847, 3.72759, 0.61097], [-3.53524, 2.45719, -0.27850], [-3.15712, 4.49065, -3.09068], [-3.61916, 2.85176, -2.69755], [-2.29510, 2.89150, -4.67689], [-1.36046, 2.09775, -3.45562], [-0.78398, 4.35728, -2.82997], [0.05933, 3.50958, -5.45903], [0.97740, 3.15064, -4.12861], [0.81017, 5.90389, -5.43582], [2.05401, 4.94671, -5.39913], [3.49010, 6.57481, -4.21211], [2.82496, 7.31480, -2.86645], [2.12819, 7.65107, -4.54842], [-1.20029, 0.36365, -0.12537], [-1.11411, 0.32928, -1.53418], [-0.34546, -0.17052, 0.28938], [-1.07405, 1.39902, 0.19115], [-2.11122, -0.02773, 0.32751], [-1.99961, 0.31234, -1.90459], [-2.13177, -0.52754, -5.30298], [-2.92946, -1.57170, -4.92178], [-1.19191, -1.05787, -5.45639], [-2.53208, -0.03111, -6.18695], [-2.15022, 0.18189, -4.47565], [-3.85052, -1.30608, -4.86995], [1.86466, -0.51176, -2.96937], [0.91345, 0.51821, -3.13641], [1.82815, -0.86335, -1.93827], [1.56260, -1.43654, -3.46096], [2.83870, -0.17779, -3.32688], [0.13343, 0.25151, -2.64444], [-3.65129, -0.35514, 3.21290], [-4.90357, -0.20306, 2.76092], [-3.03989, 0.54681, 3.24083], [-3.60629, -0.85174, 4.18217], [-3.09127, -1.06413, 2.60312], [-5.33416, 0.42926, 3.34088]],
  "mulliken_charge": [-0.745, -0.392, -0.629, -0.604, -0.228, -0.443, -0.672, -0.254, -0.707, 0.258, 0.342, 0.285, 0.422, 0.306, 0.561, 0.287, 0.321, -0.179, 0.501, 0.553, 0.286, 0.262, 0.212, 0.289, -0.080, -0.354, 0.008, -0.721, -0.358, -0.476, -0.680, -0.352, -0.611, -0.527, 0.322, 0.435, -0.172, 0.354, 0.364, 0.321, 0.252, 0.483, 0.368, 0.347, 0.339, 0.271, 0.283, 0.215, -0.624, -0.456, -0.012, -0.057, -0.279, -0.913, -0.659, -0.096, -0.580, 0.228, 0.299, 0.273, 0.332, -0.342, 0.399, -0.086, 0.308, 0.219, 0.436, 0.515, 0.461, 0.340, 0.485, -0.176, -0.815, -0.135, -1.003, 0.197, -0.372, -0.347, -0.930, -0.219, -0.828, 0.430, 0.022, 0.366, 0.335, 0.565, 0.418, -0.326, 0.364, 0.420, 0.127, 0.406, 0.494, 0.333, 0.242, 0.307, -0.481, -0.368, -0.030, 0.149, 0.458, 0.107, -0.184, -0.493, 0.200, 0.356, -0.024, 0.264, -0.558, -0.330, 0.164, 0.205, 0.288, 0.206, -0.386, -0.523, 0.222, 0.376, -0.065, 0.326],
  "gap_ev": 8.5,
  "energy_ha": -2233.89424,
  "de_lowest_kj_mol": 530.3,
  "total_charge": 0,
  "smiles": "COCCNCCOC.COCCNCCOC.COCCNCCOC.COCCNCCOC.CO.CO.CO.CO"
}

> Number 1 is which compound?

C28H76N2O10